[1]
Density functional theory data (wB97M-V/def2-TZVPD) for a molecular structure, C3H15N5.

Element x y z (Å)
C (-0.168, 0.716, -0.977)
C (0.885, 0.148, 1.398)
C (1.976, 1.149, 1.283)
N (0.991, 0.182, -1.701)
N (-1.406, 0.934, -1.730)
N (1.089, -1.130, 1.232)
H (0.115, 1.685, -0.564)
H (-0.097, 0.418, 1.764)
H (0.804, -0.766, -2.016)
H (1.228, 0.722, -2.532)
H (-1.275, 1.524, -2.551)
H (-1.798, 0.054, -2.050)
H (1.960, -1.404, 0.792)
H (0.177, -1.658, 0.948)
H (2.381, 1.101, 0.267)
H (2.780, 0.922, 1.989)
H (1.613, 2.156, 1.477)
N (-1.238, -1.496, 0.213)
N (-2.140, -0.885, 1.157)
H (-2.823, -0.296, 0.684)
H (-2.631, -1.596, 1.686)
H (-1.736, -2.031, -0.498)
H (-0.686, -0.448, -0.270)

The value obtained for the LUMO energy is 0.027 Ha. The value obtained for the max |F| is 0.010 hartree/bohr. The calculation puts the frontier orbital gap at 7.316 eV. As for the total charge: 0. The energy above the lowest of the compared OMol25 structures with the same formula, charge and spin is 61.85 kcal/mol.


[2]
Density functional theory data (wB97M-V/def2-TZVPD) for 4 unconnected molecules or ions with the total composition C3H15NO3 at a distorted geometry.

Element x y z (Å)
C (0.008, -0.207, 2.353)
C (1.067, -0.949, 1.573)
N (1.299, -0.389, 0.157)
C (2.519, -1.012, -0.347)
H (-0.342, -0.841, 3.171)
H (-0.856, 0.184, 1.829)
H (0.586, 0.728, 2.487)
H (0.836, -2.022, 1.362)
H (2.006, -1.042, 2.131)
H (1.311, 0.604, -0.045)
H (3.205, -0.256, -0.839)
H (3.105, -1.646, 0.292)
H (2.150, -1.489, -1.308)
H (-1.114, 1.066, -0.793)
H (-0.589, 2.475, -0.551)
O (-1.048, 1.749, -0.101)
H (-4.245, 1.713, -0.821)
H (-4.527, 1.348, -2.245)
O (-4.619, 2.087, -1.629)
H (-0.504, -1.080, -2.899)
H (0.201, -0.641, -1.552)
O (-0.450, -0.380, -2.226)

Its expectation value of S² is 0.75. The value obtained for the LUMO energy (alpha / beta) is 0.139 / 0.132 Ha. The value obtained for the max |F| is 0.084 hartree/bohr. The calculation puts the frontier orbital gap (alpha / beta) at 2.730 / 9.116 eV. The spin multiplicity is 2. As for the total charge: -1. The energy above the lowest of the compared OMol25 structures with the same formula, charge and spin is 33.85 kcal/mol.


[3]
Density functional theory data (wB97M-V/def2-TZVPD) for 5 unconnected molecules or ions with the total composition C3H15NO3 at a distorted geometry.

Element x y z (Å)
C (0.430, 0.562, -1.957)
C (0.392, -0.231, -0.569)
C (-0.641, -1.301, -0.543)
N (1.662, -0.754, -0.130)
H (0.537, -0.049, -2.881)
H (-0.531, 1.110, -2.043)
H (1.252, 1.301, -1.922)
H (0.017, 0.388, 0.240)
H (-0.724, -1.500, 0.526)
H (-1.610, -0.922, -0.848)
H (-0.375, -2.266, -0.979)
H (2.508, -0.230, 0.205)
H (1.344, -1.426, 0.702)
H (0.570, 2.255, 0.229)
H (0.461, 2.971, 0.366)
O (-0.808, 0.699, 2.243)
H (1.108, -2.773, 2.210)
H (-0.677, -0.297, 2.203)
O (0.599, -2.005, 1.921)
H (-2.598, 1.931, -0.084)
H (-1.277, 0.948, 1.380)
O (-1.638, 1.590, -0.268)

The value obtained for the LUMO energy is -0.190 Ha. The value obtained for the max |F| is 0.091 hartree/bohr. The calculation puts the frontier orbital gap at 4.076 eV. As for the total charge: 0. The energy above the lowest of the compared OMol25 structures with the same formula, charge and spin is 237.98 kcal/mol.